# 1
{
  "formula": "C29H65F2InN3O4",
  "method": "ωB97M-V/def2-TZVPD",
  "e_tot_ev": -54390.4060,
  "charge": -1,
  "mol_weight_da": 672.7,
  "species": ["C", "C", "C", "F", "In", "F", "C", "C", "C", "C", "O", "C", "C", "O", "O", "C", "C", "O", "H", "H", "H", "H", "H", "H", "H", "H", "H", "H", "H", "H", "H", "H", "H", "H", "H", "H", "H", "H", "C", "C", "N", "C", "C", "C", "C", "H", "H", "H", "H", "H", "H", "H", "H", "H", "H", "H", "H", "H", "H", "H", "C", "C", "N", "C", "C", "C", "C", "H", "H", "H", "H", "H", "H", "H", "H", "H", "H", "H", "H", "H", "H", "H", "C", "C", "N", "C", "C", "C", "C", "H", "H", "H", "H", "H", "H", "H", "H", "H", "H", "H", "H", "H", "H", "H"],
  "coordinates": [[3.68024, 0.33368, 4.08924], [2.20810, -0.43272, 4.00186], [1.95498, -0.86466, 2.42410], [2.80510, -2.01911, 2.04447], [-0.27390, -1.18613, 2.18719], [-1.27436, -0.79018, 4.04650], [-0.98072, 0.20515, 0.51107], [-0.76091, 1.79654, 0.93066], [-2.14377, 2.56975, 1.35050], [-2.51137, 2.52417, 2.94726], [-1.36361, 2.24733, 3.83848], [-0.84749, -3.35221, 1.67037], [-2.51985, -3.35144, 1.65301], [-3.08210, -2.78530, 0.55478], [-3.35966, -3.87737, 2.74013], [-3.85399, -2.81741, 3.63219], [-4.57825, -1.41619, 3.18574], [-3.74424, -3.03479, 4.97154], [4.01642, 0.66518, 3.01362], [3.56093, 1.31068, 4.74430], [4.46602, -0.38434, 4.60253], [2.24344, -1.44607, 4.61375], [1.35416, 0.26050, 4.43911], [2.22677, 0.10122, 1.78225], [-2.07034, -0.02408, 0.14220], [-0.24854, -0.00797, -0.40164], [0.10778, 1.86742, 1.71703], [-0.35606, 2.33879, -0.04765], [-2.02777, 3.71172, 1.03333], [-3.01966, 2.14609, 0.68716], [-3.38257, 1.74096, 3.16029], [-2.91865, 3.58591, 3.25006], [-1.72066, 1.67440, 4.57873], [-0.40069, -3.72172, 0.65388], [-0.47876, -4.09850, 2.50966], [-4.28857, -0.53748, 3.93461], [-5.75137, -1.55716, 3.31413], [-4.38099, -1.08789, 2.07622], [9.23343, 3.64254, 0.76822], [8.16681, 2.55175, 0.79816], [6.79909, 3.06500, 0.91566], [5.81520, 2.02586, 1.23674], [5.58765, 0.92677, 0.20481], [6.37694, 4.03045, -0.10131], [6.44314, 3.59548, -1.56196], [9.14824, 4.30396, 1.63699], [10.22986, 3.18813, 0.79018], [9.17311, 4.24930, -0.14050], [8.38368, 1.92044, 1.66957], [8.28542, 1.91484, -0.08760], [4.85171, 2.49694, 1.46934], [6.12333, 1.54775, 2.17579], [5.00656, 1.28686, -0.64630], [5.01313, 0.11079, 0.65760], [6.52358, 0.49770, -0.16345], [6.98779, 4.93415, 0.01036], [5.35694, 4.37064, 0.11775], [7.38016, 3.08914, -1.80823], [6.37245, 4.47689, -2.20934], [5.61161, 2.94014, -1.82720], [-7.27207, 2.78228, -0.01451], [-6.54334, 1.66074, -0.74901], [-6.75841, 0.33385, -0.16505], [-5.83824, -0.68393, -0.68308], [-5.93762, -1.03715, -2.16294], [-8.15086, -0.09760, -0.02559], [-9.00664, -0.14839, -1.28739], [-7.01746, 2.78920, 1.05067], [-6.98119, 3.75130, -0.43430], [-8.35865, 2.69829, -0.11380], [-5.47226, 1.89699, -0.70521], [-6.82710, 1.68740, -1.80876], [-5.94316, -1.60308, -0.09274], [-4.81310, -0.34395, -0.48596], [-6.81618, -1.65010, -2.37304], [-5.06254, -1.62627, -2.45973], [-5.96390, -0.15173, -2.80406], [-8.64520, 0.56837, 0.69163], [-8.18258, -1.08118, 0.45988], [-8.88959, 0.74156, -1.91136], [-10.06476, -0.21088, -1.00909], [-8.78533, -1.03018, -1.89130], [2.48160, -1.80332, -5.90570], [2.77857, -2.49658, -4.57921], [1.95253, -2.02161, -3.46567], [2.43341, -2.46947, -2.15452], [2.41076, -3.96692, -1.86858], [0.50216, -2.09222, -3.65527], [-0.10683, -3.45710, -3.96076], [2.56023, -0.71510, -5.81036], [3.20420, -2.12585, -6.66310], [1.48423, -2.05020, -6.28238], [3.83295, -2.29812, -4.34712], [2.68684, -3.58139, -4.71725], [1.87411, -1.95072, -1.36558], [3.46734, -2.11956, -2.03654], [1.39760, -4.32558, -1.67727], [2.99656, -4.17776, -0.96675], [2.84546, -4.55518, -2.68140], [0.23001, -1.41058, -4.46987], [-0.00290, -1.67118, -2.77677], [0.45614, -4.00916, -4.71796], [-1.12400, -3.32535, -4.34673], [-0.18569, -4.07489, -3.06445]],
  "atomic_forces_ev_per_a": [[-0.6, 0.1, 0.7], [1.2, -0.6, -0.8], [-0.3, 1.5, 1.4], [-0.8, 1.9, 0.6], [-0.4, 0.2, -0.4], [0.5, -0.2, -1.1], [0.2, 0.8, -0.6], [0.1, -0.3, -1.3], [0.8, 0.5, -0.1], [-1.1, 0.2, 0.2], [-1.9, -0.5, -0.2], [-2.1, -2.2, 1.3], [-0.2, 2.9, -6.3], [2.5, -3.5, 6.9], [0.7, 3.7, 0.1], [0.5, -0.5, 7.1], [-0.4, 0.1, -0.2], [-0.9, 0.9, -9.0], [-0.5, -0.8, 2.2], [0.4, -2.0, -1.3], [-1.4, 1.6, -1.2], [-0.2, 2.2, -1.1], [1.6, -1.6, -1.2], [-0.1, -2.3, 1.0], [2.0, 0.6, 0.7], [-1.5, 0.3, 1.8], [-2.0, 0.1, -1.3], [-0.9, -0.9, 2.0], [-0.2, -2.4, 0.8], [1.6, 0.7, 1.5], [1.9, 1.5, -0.6], [0.6, -2.0, -0.6], [0.8, 0.7, -1.5], [-1.3, 0.9, 1.8], [-0.8, 1.5, -1.6], [-0.2, -2.3, -1.6], [2.5, 0.0, -0.3], [-0.2, -0.9, 2.2], [0.0, 0.1, -0.1], [-0.2, 0.2, 0.0], [-0.2, 0.0, 0.2], [0.1, 0.0, 0.3], [-0.2, -0.2, -0.1], [0.3, 0.2, 0.2], [-0.2, 0.0, -0.4], [-0.1, -0.1, -0.1], [-0.1, 0.0, 0.0], [0.0, 0.0, 0.1], [-0.3, 0.0, -0.1], [0.1, -0.1, -0.1], [0.2, 0.1, -0.1], [0.1, 0.1, -0.1], [0.1, -0.1, 0.0], [0.1, 0.1, 0.0], [-0.1, 0.1, 0.0], [0.1, -0.1, 0.1], [0.1, -0.3, 0.2], [-0.1, 0.0, 0.1], [0.0, -0.1, 0.1], [0.2, 0.0, 0.0], [-0.1, 0.0, 0.0], [-0.1, -0.1, 0.2], [0.1, -0.2, 0.1], [0.2, 0.1, 0.3], [0.1, -0.2, -0.3], [0.1, 0.3, 0.2], [-0.3, -0.2, -0.2], [0.0, -0.1, -0.1], [0.0, -0.1, 0.0], [0.1, 0.0, 0.1], [-0.1, -0.3, 0.0], [0.0, 0.1, -0.1], [-0.1, 0.2, 0.0], [-0.2, 0.1, 0.0], [0.0, 0.1, -0.1], [-0.1, 0.1, 0.1], [0.0, 0.0, 0.1], [0.1, 0.1, -0.1], [0.3, 0.1, -0.1], [0.0, -0.1, 0.1], [0.1, 0.0, 0.0], [0.0, 0.2, 0.0], [-0.1, 0.0, 0.0], [-0.3, 0.2, 0.1], [0.1, 0.1, 0.2], [0.2, 0.3, 0.0], [0.0, -0.3, 0.3], [0.1, 0.3, -0.2], [-0.3, -0.2, 0.0], [-0.1, -0.1, 0.1], [-0.1, 0.0, 0.1], [0.1, 0.1, 0.0], [-0.2, -0.1, 0.3], [0.1, -0.1, -0.1], [-0.1, 0.0, -0.2], [-0.1, 0.0, -0.2], [0.1, 0.0, -0.1], [-0.1, 0.1, -0.1], [-0.1, 0.1, 0.0], [0.2, 0.0, 0.0], [0.3, -0.1, 0.0], [0.0, 0.0, 0.0], [0.1, 0.0, 0.1], [0.1, 0.0, -0.1]]
}

# 2
{
  "formula": "C32H66NO17S7",
  "method": "ωB97M-V/def2-TZVPD",
  "e_tot_ev": -146378.7250,
  "charge": 1,
  "mol_weight_da": 961.3,
  "species": ["N", "H", "H", "H", "H", "C", "C", "C", "O", "C", "O", "O", "H", "H", "H", "H", "H", "H", "C", "C", "C", "S", "O", "O", "C", "H", "H", "H", "H", "H", "H", "H", "H", "C", "C", "C", "S", "O", "O", "C", "H", "H", "H", "H", "H", "H", "H", "H", "C", "C", "C", "S", "O", "O", "C", "H", "H", "H", "H", "H", "H", "H", "H", "C", "C", "C", "S", "O", "O", "C", "H", "H", "H", "H", "H", "H", "H", "H", "C", "C", "C", "S", "O", "O", "C", "H", "H", "H", "H", "H", "H", "H", "H", "C", "C", "C", "S", "O", "O", "C", "H", "H", "H", "H", "H", "H", "H", "H", "C", "C", "C", "S", "O", "O", "C", "H", "H", "H", "H", "H", "H", "H", "H"],
  "coordinates": [[-0.50368, 0.11668, 1.23223], [-0.37365, -0.80909, 1.45476], [-0.36747, 0.73745, 2.04811], [-1.49718, 0.27514, 1.08778], [0.11605, 0.31631, 0.29826], [4.09132, -3.80618, 4.48396], [3.13174, -3.54398, 3.36814], [1.65871, -3.84069, 3.83227], [1.26554, -2.56797, 4.15593], [1.92183, -1.67300, 3.56383], [1.55025, -0.44905, 3.60851], [3.07215, -2.21373, 3.08728], [4.16407, -3.04000, 5.38691], [5.18304, -3.62381, 3.96622], [3.89159, -4.68736, 4.94491], [3.41248, -4.04505, 2.46451], [1.69163, -4.60878, 4.51468], [1.19814, -4.10485, 3.06807], [1.11003, -4.84596, -0.84411], [1.19747, -4.42659, -2.28020], [0.44873, -3.06350, -2.37073], [-0.90892, -3.22994, -1.26724], [-2.07366, -3.79100, -1.90756], [-1.11534, -1.98077, -0.66155], [-0.18868, -4.34300, -0.18014], [1.86317, -4.48797, -0.38622], [1.14403, -5.90664, -0.89471], [0.52090, -4.96936, -2.72697], [2.24225, -4.34125, -2.37430], [0.16212, -2.94035, -3.32988], [1.36615, -2.38262, -2.19524], [-1.09845, -4.95879, 0.14142], [0.00245, -3.75650, 0.81839], [6.07000, -0.21288, 0.50127], [6.04441, -1.00175, -0.82711], [4.53523, -1.14016, -1.33478], [3.77344, -1.37181, 0.13377], [4.12640, -2.69625, 0.48785], [2.36475, -0.87584, 0.01922], [4.67898, -0.13478, 1.06689], [6.43299, 0.90158, 0.26327], [6.64143, -0.64795, 1.20453], [6.39683, -1.96073, -0.48067], [6.72350, -0.66810, -1.53201], [4.45430, -1.96590, -1.93474], [4.29877, -0.15412, -1.92890], [4.73626, -0.40387, 2.20531], [4.06253, 0.57561, 0.78301], [-2.85788, -4.12595, 5.40293], [-3.02905, -2.63775, 5.87366], [-3.83062, -1.88546, 4.82280], [-3.18204, -2.53781, 3.40017], [-2.08729, -1.72124, 3.04824], [-4.13700, -2.81909, 2.44100], [-2.50426, -4.07644, 4.00110], [-3.75882, -4.52570, 5.39255], [-2.25183, -4.76440, 6.12227], [-2.05999, -2.17393, 5.86457], [-3.67527, -2.49194, 6.95032], [-3.84149, -0.66924, 4.94319], [-4.88252, -2.22899, 5.07226], [-1.62889, -4.22020, 3.79263], [-2.96386, -4.95031, 3.46817], [1.21253, 0.49557, -5.40366], [0.02580, 1.41596, -5.66493], [-0.57181, 1.79516, -4.29449], [-0.14807, 0.43671, -3.21038], [-0.97009, -0.74816, -3.34695], [-0.10238, 1.13005, -1.98545], [1.39250, 0.14346, -3.95301], [2.13789, 0.93579, -5.66526], [1.10872, -0.50032, -5.91923], [-0.69201, 0.92648, -6.25514], [0.24517, 2.17971, -6.39087], [-1.54867, 1.75064, -4.50072], [-0.34759, 2.76244, -4.14143], [1.66801, -0.88723, -3.86897], [1.98883, 0.85922, -3.36485], [2.69789, 5.78226, -0.98084], [1.65343, 5.29582, -2.04487], [1.42449, 3.77205, -2.07397], [2.43311, 3.05593, -0.74135], [3.41999, 2.23776, -1.24549], [1.50415, 2.60704, 0.22908], [3.15105, 4.52364, -0.16059], [2.55621, 6.56119, -0.22835], [3.60272, 6.04299, -1.42942], [2.06921, 5.65895, -3.05528], [0.77022, 5.81270, -1.97358], [1.77723, 3.40255, -3.02408], [0.37054, 3.45435, -1.94019], [4.41659, 4.51246, -0.03573], [2.74022, 4.47982, 0.75698], [-1.49976, 6.30371, 0.46353], [-2.57500, 5.37839, -0.20576], [-3.12362, 4.53592, 0.87310], [-1.79125, 4.13797, 1.95609], [-1.32784, 2.87761, 1.63799], [-1.99491, 4.58604, 3.30079], [-0.57831, 5.28963, 1.19324], [-2.21599, 7.05764, 1.09279], [-1.01981, 6.92902, -0.30348], [-2.15151, 4.89028, -1.02228], [-3.41121, 6.08064, -0.70914], [-3.46708, 3.64054, 0.37699], [-3.85734, 4.95863, 1.31498], [0.08018, 4.79344, 0.44743], [-0.09250, 5.78325, 2.01686], [-5.66589, -1.04703, -2.56927], [-6.40651, 0.29422, -2.59528], [-5.79152, 1.15251, -1.45173], [-4.06872, 0.91981, -1.69848], [-3.35079, 0.96252, -0.43353], [-3.75879, 1.65424, -2.88429], [-4.12796, -0.77733, -2.31133], [-5.84483, -1.65833, -3.38040], [-6.00203, -1.70204, -1.80986], [-7.57449, 0.04188, -2.39170], [-6.25520, 0.77033, -3.55864], [-5.88734, 0.77264, -0.50271], [-6.09522, 2.20420, -1.35647], [-3.46040, -1.29040, -1.68456], [-3.59805, -0.85735, -3.22194]],
  "atomic_forces_ev_per_a": [[0.8, 3.4, -2.4], [0.3, -2.7, 0.9], [1.0, -0.3, -0.6], [-0.3, -0.2, -1.0], [-1.9, 0.0, 2.8], [4.3, 4.8, -0.6], [-1.1, -1.7, 1.7], [6.4, 2.2, 2.5], [-3.9, -1.4, 3.0], [0.7, 6.8, 0.0], [2.2, -4.9, -1.1], [-0.5, 3.8, -1.1], [-0.9, -1.1, -2.1], [-2.3, -1.2, 1.6], [0.2, -3.1, 0.9], [0.1, -0.5, -0.4], [-0.5, -1.0, 2.4], [-4.7, -2.7, -6.8], [-5.8, -2.7, -1.8], [-0.2, 3.9, 3.3], [4.8, -0.6, 1.7], [-0.8, 0.8, -1.9], [0.8, -0.6, -0.2], [-0.4, 2.7, 2.0], [-0.6, -0.2, 3.4], [5.3, 2.4, 3.7], [0.2, -1.1, 0.6], [-2.0, -4.1, -3.6], [1.0, -0.4, -1.8], [-1.4, 0.7, -3.0], [-2.4, 0.1, 0.7], [1.7, -0.1, -0.8], [0.0, -0.8, -2.0], [-1.3, 4.9, -3.5], [-1.6, -1.3, 1.7], [3.6, 4.8, -1.6], [-4.0, 2.7, 1.0], [-0.2, -2.3, 0.9], [1.9, -1.6, 0.5], [2.2, -5.0, 3.0], [-0.5, -2.4, 0.8], [2.5, -1.3, 2.0], [-0.1, -0.8, -0.6], [1.0, 0.9, -1.5], [-0.5, -2.1, -1.5], [-0.1, -1.9, 1.4], [-0.9, 0.7, -2.2], [-2.3, 4.6, -0.6], [2.6, 1.9, 3.5], [-1.2, 0.2, 3.2], [-2.7, 1.9, 3.1], [1.6, -0.6, 0.0], [2.3, 1.6, -0.7], [-3.1, -0.8, -2.8], [-8.8, -0.6, 0.0], [-4.4, -2.0, 0.6], [-0.3, 1.0, -1.1], [0.6, 0.2, 0.9], [2.4, -0.6, -2.8], [0.5, -3.2, -0.7], [0.9, 0.5, -1.2], [10.1, -0.4, -2.2], [-0.3, 1.0, 0.2], [0.1, -1.7, -0.9], [0.5, -0.4, 0.3], [1.6, -3.3, -3.3], [-1.9, 0.3, -1.6], [0.2, 0.9, -0.4], [0.6, 0.2, 3.3], [0.1, 0.7, 0.9], [0.9, 0.4, -0.9], [0.1, 1.2, 0.0], [-1.2, -1.3, -0.4], [0.6, 1.1, 0.5], [-4.1, -0.1, 0.1], [1.3, 3.0, 2.0], [0.4, -0.4, 0.6], [0.5, -0.5, -0.4], [0.2, -2.5, 1.3], [2.6, 0.6, -1.5], [-0.1, 0.5, 0.2], [-3.2, 3.1, -0.8], [3.6, -3.7, -2.0], [-0.7, -0.8, 1.4], [4.4, 1.4, -1.6], [-1.1, 0.1, -0.5], [1.1, 0.8, -1.3], [-0.6, -0.8, 1.4], [-2.3, 1.1, 0.5], [0.2, -0.4, -0.2], [0.8, 0.2, 0.1], [-3.8, -0.4, -0.5], [-1.0, 0.6, 3.6], [-2.4, 0.9, 0.1], [-1.1, 4.6, -0.7], [3.4, -3.6, -3.3], [0.9, 4.8, -0.2], [1.2, -5.1, -0.4], [-0.6, -0.3, 0.2], [-1.4, 1.3, -0.3], [2.4, -1.8, -0.7], [0.1, -0.3, 0.4], [0.8, -1.4, -1.2], [1.6, -1.6, 1.2], [-0.1, -0.8, 0.5], [-4.9, 3.0, 3.4], [-0.4, 0.1, 0.8], [0.7, -0.2, 0.2], [1.9, 0.8, 2.0], [-2.4, -0.9, 1.5], [-0.4, 0.6, -1.8], [0.0, -1.9, -0.4], [-0.1, 0.7, -0.7], [1.3, 1.9, -0.6], [-1.6, 1.0, -0.3], [0.0, -0.8, -2.4], [-0.6, -0.2, 1.4], [2.7, 1.0, -0.6], [-0.3, 0.2, 0.0], [-1.0, -1.4, 2.3], [0.4, -0.2, -0.6], [-0.1, -1.6, 1.5], [0.5, 0.7, -1.2]]
}

Orbital gap for the records above, in order: 7.69 10.09 eV